Computed, not measured: C16H18N2O4S as an isolated structure in a non-equilibrium geometry, with wB97M-V/def2-TZVPD.

ORCA input file:
```
! RIJCOSX wB97M-V def2-TZVPD def2/J DEFGRID3
* xyz 0 1
C 3.88 2.85 -1.24
H 3.62 3.44 -0.49
O 4.13 1.58 -0.99
C 2.92 0.78 -0.61
C 1.61 1.16 -0.66
C 0.46 0.45 -0.06
C 0.62 -0.92 0.39
C 1.98 -1.31 0.03
C 3.02 -0.53 -0.35
O 4.39 -1.03 -0.37
C 4.57 -2.13 -0.04
H 5.60 -2.35 -0.32
H 4.11 -3.19 -0.83
H 4.42 -2.48 1.02
H 2.13 -2.38 0.27
C -0.51 -1.66 0.77
N -1.44 -2.02 -0.01
N -1.61 -1.48 -1.26
H -0.73 -0.72 -1.77
S -3.15 -0.84 -1.67
O -2.96 -0.20 -3.11
O -4.15 -1.88 -1.57
C -3.47 0.39 -0.42
C -3.23 1.66 -0.49
C -3.35 2.67 0.15
C -3.72 2.05 1.60
C -4.08 0.50 1.79
C -3.88 -0.04 0.70
H -4.21 -1.29 0.94
H -4.41 0.29 2.81
H -3.93 2.83 2.38
H -3.16 3.52 0.13
H -2.79 1.98 -1.61
C -0.41 -2.35 1.99
H -1.34 -2.84 2.21
H -0.23 -1.23 2.80
H 0.48 -2.89 1.93
H -0.48 1.00 0.23
H 1.38 2.41 -0.74
H 4.72 3.31 -1.50
H 3.25 2.89 -2.02
*
```

The LUMO energy comes out at -0.32 eV. The HOMO energy is -9.14 eV. The value obtained for the energy above the lowest of the compared OMol25 structures with the same formula, charge and spin is 1922.4 kJ/mol. Its largest force on an atom is 0.3476 hartree/bohr.

Mulliken atomic charge list, values in e, 4 entries: -1.2484 0.5113 -0.3425 0.6323

Computed, not measured: one molecule with the formula C16H18N2O4S2, with wB97M-V/def2-TZVPD.

ORCA input file:
```
! RIJCOSX wB97M-V def2-TZVPD def2/J DEFGRID3
* xyz 0 1
O -1.25 -1.90 0.97
C -1.14 -0.89 0.31
N -2.19 -0.33 -0.36
C -3.53 -0.83 -0.24
C -4.35 -0.09 0.84
C -4.69 1.35 0.44
C -5.96 1.17 -0.39
C -6.57 -0.13 0.17
O -5.60 -0.72 1.04
C 0.15 -0.16 0.15
C 1.05 -0.17 1.22
C 2.26 0.47 1.13
C 2.62 1.12 -0.05
N 3.85 1.76 -0.15
S 5.24 1.28 0.65
O 5.04 1.33 2.06
O 6.28 2.06 0.05
C 5.43 -0.40 0.15
C 6.10 -0.85 -0.95
C 6.02 -2.25 -1.08
C 5.28 -2.82 -0.10
S 4.68 -1.67 1.02
C 1.74 1.12 -1.12
C 0.51 0.50 -1.02
H -2.07 0.59 -0.76
H -4.03 -0.76 -1.21
H -3.46 -1.88 0.06
H -3.81 -0.16 1.79
H -4.90 1.93 1.34
H -3.89 1.84 -0.11
H -5.72 1.05 -1.44
H -6.65 2.00 -0.28
H -7.46 0.05 0.77
H -6.82 -0.84 -0.63
H 0.77 -0.70 2.12
H 2.94 0.49 1.97
H 4.05 2.20 -1.03
H 6.65 -0.19 -1.60
H 6.49 -2.80 -1.88
H 5.06 -3.86 0.04
H 2.02 1.62 -2.04
H -0.15 0.49 -1.88
*
```

The LUMO energy comes out at 0.42 eV. The SMILES is O=C(NC[C@H]1CCCO1)c1ccc(NS(=O)(=O)c2cccs2)cc1. The HOMO energy is -8.85 eV. The value obtained for the energy above the lowest of the compared OMol25 structures with the same formula, charge and spin is 98.6 kJ/mol. Its largest force on an atom is 0.0193 hartree/bohr.

Mulliken atomic charge list, values in e, 4 entries: -0.6538 0.1939 -0.0811 -1.1042

Computed, not measured: one molecule with the formula C16H18N2O6S in a non-equilibrium geometry, with wB97M-V/def2-TZVPD.

ORCA input file:
```
! RIJCOSX wB97M-V def2-TZVPD def2/J DEFGRID3
* xyz 0 1
C -5.41 -0.48 1.16
C -4.80 0.51 0.19
O -3.42 0.67 0.54
C -2.69 1.42 -0.30
O -3.15 1.95 -1.29
C -1.28 1.50 0.06
S -0.26 2.40 -1.03
C 1.10 1.91 -0.04
N 2.38 2.24 -0.39
C 3.50 1.44 -0.37
O 4.58 1.89 -0.66
C 3.25 -0.03 -0.01
C 4.49 -0.90 -0.24
C 5.54 -0.68 0.84
O 2.15 -0.45 -0.83
C 1.24 -1.25 -0.25
O 1.39 -1.78 0.82
C 0.04 -1.33 -1.08
C -0.27 -0.76 -2.29
C -1.61 -1.08 -2.54
C -2.03 -1.82 -1.48
O -1.04 -1.98 -0.59
N 0.79 1.19 0.99
C -0.53 0.93 1.07
C -1.00 0.08 2.19
H -5.34 -0.10 2.18
H -4.90 -1.43 1.11
H -6.46 -0.62 0.91
H -5.29 1.49 0.25
H -4.86 0.16 -0.84
H 2.52 3.14 -0.85
H 2.94 -0.09 1.04
H 4.90 -0.67 -1.22
H 4.16 -1.94 -0.24
H 5.13 -0.91 1.82
H 6.39 -1.33 0.65
H 5.88 0.35 0.83
H 0.40 -0.18 -2.90
H -2.19 -0.79 -3.39
H -2.97 -2.27 -1.25
H -0.74 0.56 3.13
H -2.07 -0.09 2.14
H -0.47 -0.87 2.15
*
```

The LUMO energy comes out at 0.09 eV. The SMILES is CCOC(=O)c1sc(NC(=O)[C@H](CC)OC(=O)c2ccco2)nc1C. The HOMO energy is -8.90 eV. The value obtained for the energy above the lowest of the compared OMol25 structures with the same formula, charge and spin is 0.0 kJ/mol. Its largest force on an atom is 0.0280 hartree/bohr.

Mulliken atomic charge list, values in e, 4 entries: -1.2201 -0.2995 -0.1888 -0.0466

Computed, not measured: one molecule with the formula C16H18N2O7 in a non-equilibrium geometry, with wB97M-V/def2-TZVPD.

ORCA input file:
```
! RIJCOSX wB97M-V def2-TZVPD def2/J DEFGRID3
* xyz 0 1
C 5.41 2.23 -0.51
O 4.10 2.32 -0.01
C 3.34 1.20 0.05
C 3.76 -0.05 -0.36
C 2.91 -1.16 -0.28
O 3.27 -2.40 -0.66
C 4.56 -2.63 -1.18
C 1.61 -0.99 0.23
C 0.68 -2.12 0.28
O 0.80 -3.19 -0.26
O -0.43 -1.80 1.02
C -1.49 -2.74 1.04
C -2.82 -2.10 0.66
O -3.87 -2.69 0.74
N -2.69 -0.81 0.23
C -3.70 0.05 -0.13
C -5.09 -0.20 -0.24
C -5.60 1.01 -0.62
C -6.98 1.46 -0.91
O -4.60 1.90 -0.73
N -3.42 1.30 -0.42
C 1.21 0.29 0.65
C 2.04 1.38 0.56
O 1.71 2.65 0.92
C 0.40 2.89 1.39
H 5.42 1.90 -1.55
H 6.04 1.57 0.10
H 5.82 3.24 -0.46
H 4.75 -0.18 -0.74
H 4.59 -3.69 -1.41
H 5.34 -2.39 -0.44
H 4.73 -2.05 -2.10
H -1.58 -3.16 2.04
H -1.27 -3.56 0.34
H -1.76 -0.42 0.22
H -5.60 -1.12 -0.05
H -7.28 2.23 -0.20
H -7.03 1.89 -1.91
H -7.66 0.62 -0.84
H 0.21 0.39 1.05
H 0.19 2.34 2.31
H -0.35 2.64 0.63
H 0.36 3.96 1.59
*
```

The LUMO energy comes out at 0.61 eV. The SMILES is COc1cc(OC)c(C(=O)OCC(=O)Nc2cc(C)on2)cc1OC. The HOMO energy is -8.03 eV. The value obtained for the energy above the lowest of the compared OMol25 structures with the same formula, charge and spin is 289.6 kJ/mol. Its largest force on an atom is 0.0255 hartree/bohr.

Mulliken atomic charge list, values in e, 4 entries: -0.9369 -0.4441 0.6668 -0.5353

Computed, not measured: C16H18N4O2Pd as an isolated structure in a non-equilibrium geometry, with wB97M-V/def2-TZVPD.

ORCA input file:
```
! RIJCOSX wB97M-V def2-TZVPD def2/J DEFGRID3
* xyz 4 5
N 0.77 3.26 -0.86
C 0.47 4.32 -0.49
C 0.22 5.70 -0.08
H -0.84 5.92 -0.08
H 0.71 6.37 -0.79
H 0.62 5.88 0.92
N 2.15 -1.39 -0.60
C 3.08 -2.00 -0.96
C 4.24 -2.77 -1.26
H 4.79 -2.24 -2.05
H 3.92 -3.75 -1.62
H 4.86 -2.87 -0.37
N -2.67 -2.01 -0.85
C -3.76 -2.16 -0.49
C -5.12 -2.50 -0.08
H -5.11 -3.22 0.74
H -5.65 -2.93 -0.93
H -5.66 -1.62 0.25
Pd 0.46 -0.33 -0.74
C -0.21 -1.75 0.44
O -0.41 -2.63 1.16
C 1.53 0.92 0.45
O 2.23 1.45 1.18
C 0.72 1.19 -2.70
C -0.66 1.26 -2.55
C -1.41 0.09 -2.54
C -0.79 -1.14 -2.71
C 0.60 -1.23 -2.86
C 1.36 -0.04 -2.87
H 1.31 2.11 -2.82
H -1.15 2.23 -2.56
H -2.51 0.13 -2.56
H -1.38 -2.06 -2.80
H 1.07 -2.19 -3.05
H 2.44 -0.08 -3.06
C -2.22 1.43 3.58
C -1.58 1.02 2.37
N -1.10 0.72 1.36
H -1.59 1.14 4.43
H -3.20 0.94 3.66
H -2.35 2.53 3.58
*
```

The LUMO energy (spin up / spin down) comes out at -13.29 / -20.05 eV. The HOMO energy (spin up / spin down) is -22.23 / -22.22 eV. Its largest force on an atom is 0.1388 hartree/bohr.

Mulliken atomic charge list, values in e, 4 entries: 0.0783 0.3850 -0.6868 0.3702

Computed, not measured: a 3-piece molecular cluster, C16H18O7P overall in a non-equilibrium geometry, with wB97M-V/def2-TZVPD.

ORCA input file:
```
! RIJCOSX wB97M-V def2-TZVPD def2/J DEFGRID3
* xyz -1 1
O -1.53 -4.39 -5.21
C -1.33 -5.31 -4.23
C -2.62 -5.77 -3.33
C -2.32 -5.94 -1.72
C -0.81 -6.28 -1.19
O -0.38 -5.34 -0.09
P -1.03 -3.83 -0.76
O -2.55 -4.55 -1.23
H -0.28 -5.76 -3.96
H -3.15 -6.73 -3.80
H -3.43 -4.90 -3.42
H -2.98 -6.80 -1.26
H -1.00 -7.26 -0.54
H 0.02 -6.64 -1.93
H 0.17 -3.08 -0.40
H -1.72 -3.39 0.43
H -1.44 -2.71 -1.61
H -0.25 -4.21 -1.91
C 0.27 1.27 -0.10
C 0.57 2.19 0.83
C 0.84 1.80 2.23
O 1.11 2.63 3.08
C 0.76 0.36 2.56
C 0.46 -0.55 1.63
C 0.19 -0.16 0.24
O -0.08 -1.00 -0.62
H 0.07 1.54 -1.13
H 0.64 3.24 0.60
H 0.95 0.09 3.59
H 0.39 -1.61 1.86
C 1.46 7.38 0.45
C 1.76 8.29 1.38
C 2.03 7.90 2.78
O 2.30 8.74 3.63
C 1.95 6.47 3.11
C 1.65 5.55 2.18
C 1.38 5.94 0.78
O 1.11 5.11 -0.07
H 1.27 7.65 -0.58
H 1.83 9.35 1.15
H 2.15 6.20 4.14
H 1.58 4.50 2.41
*
```

The LUMO energy comes out at -0.25 eV. The HOMO energy is -3.81 eV. Its largest force on an atom is 0.1609 hartree/bohr.

Mulliken atomic charge list, values in e, 4 entries: -0.5717 0.1156 -0.4559 0.2594